# 1
Below is 3 unconnected molecules or ions with the total composition C37H80BF5N11O6P2 in a non-equilibrium geometry, with properties calculated with ωB97M-V/def2-TZVPD.

```
142
Properties=species:S:1:pos:R:3:lowdin_charge:R:1
C -1.8068 -3.8662 7.2644 -0.077
C -2.8264 -3.0348 6.4488 -0.201
C -3.4744 -3.8463 5.3088 -0.190
O -3.2477 -3.1504 4.0810 -0.204
C -3.4397 -4.0406 2.9768 -0.109
C -3.5681 -3.2590 1.7017 -0.138
O -3.9978 -4.1746 0.6483 0.003
C -3.9244 -5.4452 0.8692 -0.350
N -3.8360 -6.5949 1.1276 0.217
C -4.8315 -2.1712 1.6833 -0.224
C -5.1507 -1.3828 2.9454 -0.051
C -4.0781 -0.5226 3.5874 -0.216
O -4.2947 0.6451 3.8561 0.076
N -5.9500 -2.9129 1.1739 0.117
C -6.9299 -3.3793 1.8482 -0.322
C -7.2082 -4.8723 1.7485 -0.009
C -8.0093 -2.6694 2.6188 -0.021
C -4.3993 -1.2808 0.4375 -0.271
C -4.9529 -1.7195 -0.9119 0.008
C -4.8071 0.2148 0.4997 -0.066
C -6.3116 0.5612 0.4264 -0.341
C -6.7269 1.1218 -0.9441 -0.016
F -7.2028 -0.4465 0.7359 0.000
N -2.8814 -1.3155 0.5714 0.058
C -2.0525 -0.4439 -0.3292 -0.079
C -1.6523 0.8979 0.3186 -0.167
C -0.2725 1.3208 -0.1965 -0.255
N 0.3425 2.3195 0.7095 0.022
C -2.2881 -2.6095 1.0671 -0.028
B -1.0562 -2.2880 2.1104 -0.488
O -0.7823 -0.9574 2.4310 0.157
N -0.1822 -3.3226 2.6507 -0.059
C 1.2194 -2.8183 2.4413 -0.048
C -0.3047 -3.4993 4.1189 -0.057
C -1.5541 -3.4839 0.0241 -0.363
F -0.2580 -3.0560 -0.1494 0.109
F -1.3879 -4.7289 0.4890 0.172
C -2.1168 -3.5598 -1.4356 -0.277
F -2.8823 -4.6477 -1.6169 0.117
F -1.0675 -3.7190 -2.2791 0.103
H -2.0772 -4.9157 7.1851 0.075
H -0.7886 -3.6882 6.9344 0.063
H -1.8978 -3.5769 8.3075 0.074
H -2.3577 -2.1549 6.0145 0.092
H -3.6024 -2.6786 7.1213 0.106
H -3.0753 -4.8608 5.2726 0.123
H -4.5499 -3.8844 5.5082 0.129
H -4.3753 -4.5534 3.2103 0.141
H -2.5958 -4.7323 2.9849 0.142
H -5.9697 -0.7087 2.7164 0.111
H -5.5399 -2.0344 3.7306 0.140
H -3.0839 -0.9257 3.8510 0.109
H -7.0279 -5.1364 0.7046 0.094
H -8.2497 -5.1167 1.9384 0.080
H -6.5152 -5.4442 2.3602 0.081
H -8.8760 -2.6310 1.9546 0.109
H -8.3331 -3.2383 3.4884 0.093
H -7.7910 -1.6500 2.9153 0.063
H -4.6218 -1.0416 -1.7001 0.101
H -4.6255 -2.7096 -1.2180 0.080
H -6.0342 -1.7313 -0.9370 0.097
H -4.4018 0.6981 1.3920 0.111
H -4.3546 0.7622 -0.3202 0.102
H -6.4879 1.3805 1.1228 0.148
H -5.9385 1.7053 -1.4105 0.086
H -7.0622 0.2904 -1.5594 0.083
H -7.5717 1.7936 -0.8148 0.086
H -2.8161 -0.7505 1.4275 0.128
H -2.6432 -0.1982 -1.2077 0.129
H -1.1598 -0.9325 -0.7116 0.128
H -1.7250 0.9239 1.4027 0.106
H -2.3492 1.6497 -0.0555 0.112
H -0.4116 1.7709 -1.1810 0.116
H 0.4077 0.4792 -0.3265 0.095
H 0.7936 1.7825 1.4423 0.064
H -0.4370 2.8083 1.1342 0.060
H -1.1074 -0.7780 3.3220 0.120
H 1.3161 -2.2035 1.5469 0.064
H 1.8996 -3.6595 2.3332 0.103
H 1.5339 -2.1865 3.2699 0.093
H 0.6498 -3.7175 4.5811 0.099
H -0.8257 -2.6892 4.6309 0.070
H -0.9140 -4.3878 4.3051 0.085
H -2.6360 -2.6685 -1.7852 0.145
O 3.3160 0.2406 0.4642 -0.317
P 4.6588 -0.3473 0.0690 0.734
N 5.5145 1.1370 -0.1299 -0.340
C 5.0259 2.1375 -1.0706 -0.120
C 5.7876 1.7705 1.1536 -0.142
N 4.1698 -1.0935 -1.3981 -0.316
C 4.6263 -0.6820 -2.7050 -0.129
C 2.8090 -1.6162 -1.4513 -0.142
N 6.1790 -1.2875 0.0344 -0.293
C 6.2702 -2.2410 1.1529 -0.142
C 7.4926 -0.7110 -0.2152 -0.133
H 5.7024 2.9933 -1.0943 0.086
H 4.0226 2.5018 -0.8220 0.078
H 5.0115 1.7560 -2.0884 0.048
H 6.2137 1.0441 1.8573 0.072
H 4.8806 2.1855 1.6094 0.081
H 6.5219 2.5695 1.0379 0.087
H 4.0295 0.1509 -3.1009 0.075
H 4.5442 -1.5127 -3.4125 0.084
H 5.6758 -0.3890 -2.7034 0.076
H 2.0702 -0.8271 -1.6619 0.071
H 2.5445 -2.0845 -0.5046 0.050
H 2.7172 -2.3861 -2.2206 0.085
H 6.4632 -1.7354 2.1054 0.076
H 7.0618 -2.9708 0.9797 0.080
H 5.3306 -2.7966 1.2479 0.072
H 7.8765 -0.1235 0.6265 0.079
H 7.4988 -0.0860 -1.1018 0.073
H 8.1932 -1.5310 -0.3995 0.090
O 5.4657 4.8013 -3.4157 -0.303
P 4.8114 5.3711 -4.6590 0.730
N 5.1825 7.0467 -4.4622 -0.344
C 4.7338 7.7549 -3.2735 -0.119
C 6.6021 7.3034 -4.6752 -0.143
N 3.1863 4.9529 -4.3014 -0.318
C 2.1103 5.8961 -4.1159 -0.139
C 2.9983 3.7885 -3.4499 -0.148
N 4.3607 5.5975 -6.3725 -0.297
C 5.0172 4.6173 -7.2544 -0.141
C 4.3101 6.8895 -7.0405 -0.138
H 5.0312 8.8038 -3.3375 0.084
H 5.1431 7.3381 -2.3455 0.086
H 3.6480 7.7596 -3.1992 0.054
H 6.9431 6.8253 -5.6012 0.073
H 7.2183 6.9188 -3.8541 0.083
H 6.7861 8.3740 -4.7840 0.085
H 2.0835 6.2872 -3.0900 0.078
H 1.1471 5.4132 -4.3097 0.079
H 2.1715 6.7363 -4.8082 0.073
H 3.1238 4.0365 -2.3881 0.076
H 3.7118 3.0060 -3.6989 0.057
H 2.0001 3.3642 -3.5911 0.080
H 6.0841 4.8315 -7.3806 0.077
H 4.5467 4.6017 -8.2383 0.078
H 4.9213 3.6115 -6.8321 0.077
H 5.3005 7.3125 -7.2456 0.077
H 3.7366 7.6162 -6.4746 0.070
H 3.7973 6.7568 -7.9979 0.088
```

Summary:
Total charge ... +1
Strongest force on any atom ... 6.2 eV/A
DFT total energy ... -3717.981113 Eh
Gap between HOMO and LUMO ... 6.89 eV



# 2
Below is 5 unconnected molecules or ions with the total composition C37H80F6NO7P2S2 in a non-equilibrium geometry, with properties calculated with ωB97M-V/def2-TZVPD.

```
135
Properties=species:S:1:pos:R:3:lowdin_charge:R:1
C 10.3020 -20.5194 -16.3444 -0.078
C 10.6807 -19.1003 -16.2298 -0.554
O 11.4741 -18.5639 -15.4921 -0.068
N 9.7662 -18.0572 -17.0651 0.051
H 9.5241 -18.4745 -17.9524 0.138
H 8.9952 -17.7971 -16.4666 0.063
C 10.5597 -16.8208 -17.4816 -0.035
H 9.3856 -20.6316 -15.7651 0.066
H 11.1097 -21.1738 -16.0163 0.080
H 9.9958 -20.8212 -17.3460 0.059
H 11.3267 -17.1643 -18.1758 0.092
H 10.8371 -16.1340 -16.6820 0.058
H 9.7691 -16.2205 -17.9318 0.075
C 12.3000 -13.0978 -16.9450 -0.094
C 12.1096 -11.8700 -16.0722 -0.250
C 10.7201 -11.2789 -16.0937 -0.240
C 9.5423 -12.2465 -15.8553 -0.237
P 7.8654 -11.5073 -16.2258 1.034
C 7.4277 -10.1872 -14.8908 -0.208
C 7.5490 -10.7709 -13.4772 -0.238
C 7.2561 -9.7430 -12.3032 -0.259
C 7.0994 -10.4265 -11.0271 -0.128
C 7.8739 -10.7881 -17.8211 -0.310
C 8.1898 -11.6082 -19.1001 -0.198
C 8.2155 -10.6739 -20.2873 -0.285
C 7.3052 -9.4779 -20.2841 -0.114
C 6.6717 -12.8458 -16.2338 -0.272
C 5.2043 -12.4216 -16.3987 -0.221
C 4.3651 -13.4451 -17.2020 -0.241
C 4.3058 -14.7401 -16.4226 -0.111
H 13.2446 -13.0603 -17.4876 0.079
H 11.4572 -13.3658 -17.5822 0.062
H 12.3483 -14.0104 -16.3509 0.062
H 12.7674 -11.0500 -16.3602 0.113
H 12.4167 -12.2621 -15.1026 0.090
H 10.5455 -10.8553 -17.0828 0.094
H 10.8267 -10.4559 -15.3870 0.113
H 9.5802 -12.5732 -14.8162 0.070
H 9.5302 -13.1377 -16.4827 0.074
H 6.4171 -9.8576 -15.1318 0.091
H 8.1796 -9.4005 -14.9532 0.093
H 8.5402 -11.2023 -13.3382 0.095
H 6.7614 -11.5227 -13.4259 0.104
H 6.2988 -9.3275 -12.6179 0.109
H 8.0739 -9.0236 -12.2598 0.115
H 8.1154 -10.5962 -10.6707 0.071
H 6.8230 -11.4806 -11.0029 0.084
H 6.6281 -9.8223 -10.2519 0.087
H 8.5895 -9.9959 -17.6006 0.098
H 6.8445 -10.4395 -17.9037 0.092
H 7.4196 -12.3417 -19.3386 0.118
H 9.1960 -12.0093 -18.9790 0.105
H 8.1708 -11.1553 -21.2642 0.117
H 9.2432 -10.3108 -20.2955 0.106
H 6.3056 -9.8890 -20.4244 0.082
H 7.4238 -8.9068 -21.2049 0.081
H 7.3874 -8.8260 -19.4144 0.072
H 6.8526 -13.2908 -15.2554 0.069
H 7.0090 -13.5790 -16.9665 0.112
H 5.1335 -11.3669 -16.6647 0.088
H 4.7227 -12.3908 -15.4214 0.113
H 4.6891 -13.6945 -18.2124 0.104
H 3.3498 -13.0614 -17.3024 0.107
H 3.4184 -15.3608 -16.5462 0.088
H 4.1867 -14.5970 -15.3486 0.065
H 5.2814 -15.2228 -16.4818 0.072
C 14.7223 -18.1469 -14.3183 -0.113
C 14.2553 -16.7092 -14.1225 -0.261
C 13.7708 -16.4397 -12.6941 -0.211
C 12.4859 -17.2774 -12.3542 -0.241
P 11.4481 -16.7199 -10.9987 1.038
C 10.4892 -15.1781 -11.1454 -0.233
C 10.8275 -14.1150 -12.2763 -0.199
C 12.1207 -13.3116 -11.9830 -0.265
C 11.7665 -12.2567 -10.9706 -0.110
C 12.6334 -16.3771 -9.5878 -0.230
C 13.5367 -17.5571 -9.0543 -0.230
C 13.5077 -17.7735 -7.5737 -0.256
C 13.6768 -16.4674 -6.7901 -0.120
C 10.3692 -18.0848 -10.4876 -0.258
C 9.3130 -17.7623 -9.4465 -0.236
C 8.6213 -18.8366 -8.5850 -0.246
C 8.3278 -20.1234 -9.3537 -0.113
H 13.8723 -18.8196 -14.2047 0.058
H 15.4589 -18.3940 -13.5538 0.072
H 15.2472 -18.3769 -15.2455 0.076
H 13.5725 -16.3777 -14.9049 0.102
H 15.2066 -16.1948 -14.2586 0.100
H 13.6649 -15.3567 -12.6315 0.075
H 14.6116 -16.6377 -12.0293 0.106
H 12.7741 -18.3199 -12.2195 0.105
H 11.7766 -17.4413 -13.1655 0.074
H 10.4179 -14.7772 -10.1343 0.090
H 9.4550 -15.4369 -11.3722 0.061
H 9.9338 -13.5486 -12.5382 0.091
H 11.0462 -14.7007 -13.1691 0.085
H 12.5503 -12.9430 -12.9145 0.094
H 12.9107 -13.9017 -11.5185 0.075
H 12.6554 -11.6714 -10.7350 0.074
H 11.4785 -12.6144 -9.9821 0.077
H 11.0050 -11.6461 -11.4558 0.068
H 11.9536 -15.9693 -8.8397 0.078
H 13.2172 -15.5385 -9.9672 0.074
H 14.5454 -17.5936 -9.4658 0.112
H 13.1792 -18.4963 -9.4763 0.089
H 14.3758 -18.3545 -7.2624 0.106
H 12.6586 -18.3456 -7.1998 0.112
H 14.3482 -16.6802 -5.9582 0.069
H 12.8027 -16.0193 -6.3174 0.067
H 14.0030 -15.5511 -7.2822 0.070
H 11.0896 -18.8762 -10.2805 0.094
H 9.8714 -18.3640 -11.4163 0.094
H 8.5370 -17.2007 -9.9669 0.105
H 9.6288 -17.0971 -8.6428 0.100
H 7.7274 -18.4464 -8.0984 0.102
H 9.3350 -19.1476 -7.8220 0.098
H 9.1726 -20.6926 -9.7416 0.067
H 7.8734 -19.9595 -10.3308 0.069
H 7.5932 -20.6993 -8.7910 0.084
C 6.9268 -15.4601 -13.2400 -0.719
F 7.3560 -14.3674 -12.6366 0.119
F 6.4059 -16.2177 -12.3547 0.209
F 5.9746 -15.0606 -14.0253 0.142
S 8.4417 -16.1524 -14.2621 0.560
O 9.2275 -16.8520 -13.2804 -0.313
O 7.8827 -17.1095 -15.2595 -0.344
O 9.1087 -15.0269 -14.9734 -0.357
C 4.8379 -18.1055 -10.1931 -0.579
F 5.9933 -18.3604 -9.3905 0.027
F 4.5694 -16.8174 -9.9920 0.101
F 5.0804 -18.1803 -11.4930 0.111
S 3.3174 -19.1969 -9.7373 0.518
O 2.9592 -18.8057 -8.3682 -0.368
O 2.2711 -18.9246 -10.7655 -0.373
O 3.7815 -20.6260 -9.7702 -0.393
```

Summary:
Total charge ... 0
⟨S²⟩ ... 0.753
Strongest force on any atom ... 4.2 eV/A
DFT total energy ... -4117.257274 Eh
Gap between HOMO and LUMO (spin up / spin down) ... 3.26 / 6.38 eV
Spin multiplicity ... 2



# 3
Below is 8 unconnected molecules or ions with the total composition C37H82BN8O9 in a non-equilibrium geometry, with properties calculated with ωB97M-V/def2-TZVPD.

```
137
Properties=species:S:1:pos:R:3:lowdin_charge:R:1
C 1.5441 2.7480 1.8800 -0.145
C 0.6127 1.6989 0.9963 -0.250
C -0.1049 2.4377 -0.3207 -0.204
C -1.5107 3.1496 0.1354 -0.206
C -2.8682 2.3878 -0.4397 -0.182
C -4.1054 3.4049 -0.7942 -0.148
C -5.3144 3.4056 0.3616 -0.304
B -4.6390 4.0631 1.7102 -0.389
C -4.6843 3.4172 3.2284 -0.036
O -3.9620 5.3854 1.5421 -0.006
C -6.5001 4.3785 -0.2564 -0.085
C -7.8779 4.3967 0.6263 -0.413
C -9.1267 4.5640 -0.4231 -0.087
C -7.8337 5.8276 1.4942 -0.042
N -8.0234 3.3062 1.6505 -0.124
O -9.3252 3.2664 2.0543 -0.044
C -7.5184 1.9602 1.2079 -0.369
C -7.4271 1.0319 2.5984 -0.069
C -8.5838 1.1226 0.2336 -0.046
C -6.0060 1.9344 0.5779 -0.078
H 2.0897 3.5574 1.2314 0.074
H 2.3019 2.0941 2.5231 0.056
H 0.9069 3.3525 2.6880 0.077
H 1.2991 0.8253 0.5812 0.079
H -0.2117 1.2989 1.7506 0.107
H 0.7024 3.2369 -0.6855 0.113
H -0.2129 1.6629 -1.2004 0.102
H -1.5699 3.0474 1.3223 0.103
H -1.5521 4.3184 -0.0807 0.118
H -3.2003 1.4707 0.2340 0.120
H -2.5334 1.9034 -1.4782 0.111
H -4.6360 2.9659 -1.7686 0.120
H -3.7600 4.4883 -1.0787 0.127
H -4.3634 4.2842 3.9835 0.076
H -3.9771 2.4997 3.3939 0.086
H -5.8116 3.1637 3.5234 0.076
H -3.0018 5.3383 1.8294 0.107
H -6.7594 3.9888 -1.3545 0.132
H -6.0201 5.4524 -0.4255 0.140
H -9.1761 3.7099 -1.2547 0.086
H -10.1762 4.7506 0.0866 0.100
H -8.9040 5.5610 -1.0413 0.098
H -8.4758 6.6458 0.9552 0.086
H -6.7299 6.2308 1.5560 0.080
H -8.1750 5.6290 2.6189 0.099
H -6.3249 1.0823 3.0537 0.074
H -7.6071 -0.1203 2.3743 0.070
H -8.1391 1.4081 3.4465 0.094
H -9.1594 0.3255 0.9109 0.091
H -9.4150 1.7996 -0.2335 0.068
H -8.0509 0.5198 -0.6161 0.082
H -5.2314 1.2807 1.1789 0.118
H -6.0689 1.4340 -0.5040 0.128
C 3.3157 -0.8900 -1.5762 -0.314
O 2.8805 0.1545 -1.1076 -0.012
N 2.6105 -2.0688 -1.6956 -0.201
C 3.1985 -3.2646 -2.2627 -0.057
C 1.2370 -2.1139 -1.2393 -0.049
H 4.3488 -0.9652 -1.9529 0.119
H 2.6157 -3.5645 -3.1385 0.094
H 3.1717 -4.0616 -1.5140 0.093
H 4.2350 -3.0902 -2.5642 0.061
H 0.6542 -1.3702 -1.7909 0.090
H 1.2077 -1.8650 -0.1741 0.091
H 0.8100 -3.1078 -1.3973 0.088
C 5.3687 -1.9451 3.0908 -0.330
O 5.1250 -3.0391 3.5846 0.000
N 4.9725 -0.7287 3.6050 -0.208
C 5.3016 0.5252 2.9591 -0.060
C 4.2021 -0.7025 4.8308 -0.052
H 5.9480 -1.8511 2.1579 0.127
H 5.8866 1.1372 3.6518 0.089
H 4.3743 1.0457 2.7033 0.068
H 5.8831 0.3593 2.0481 0.086
H 4.7832 -1.1783 5.6264 0.093
H 3.2781 -1.2694 4.6824 0.093
H 3.9621 0.3257 5.1143 0.088
C 6.7747 -4.0577 -4.8489 -0.300
O 5.6368 -4.3504 -4.5035 -0.014
N 7.2854 -2.7790 -4.9212 -0.196
C 8.6463 -2.5152 -5.3408 -0.074
C 6.4343 -1.6626 -4.5664 -0.048
H 7.5045 -4.8308 -5.1399 0.130
H 9.1724 -1.9999 -4.5318 0.097
H 8.6255 -1.8775 -6.2292 0.075
H 9.1735 -3.4434 -5.5776 0.096
H 6.1015 -1.7838 -3.5313 0.070
H 5.5572 -1.6620 -5.2207 0.096
H 6.9733 -0.7173 -4.6719 0.090
C 11.4961 -1.4746 -6.4067 -0.331
O 11.7885 -2.4516 -5.7286 0.012
N 12.3255 -0.4047 -6.6685 -0.207
C 11.9036 0.7165 -7.4825 -0.064
C 13.6623 -0.4007 -6.1119 -0.050
H 10.5041 -1.3766 -6.8770 0.108
H 12.5722 0.7995 -8.3443 0.089
H 11.9617 1.6302 -6.8839 0.089
H 10.8774 0.5838 -7.8360 0.085
H 14.2012 -1.2810 -6.4746 0.094
H 13.5936 -0.4543 -5.0212 0.094
H 14.1992 0.5059 -6.4032 0.088
C -3.9050 3.3058 8.1342 -0.329
O -2.6971 3.2632 8.3318 0.001
N -4.6164 4.4273 7.7637 -0.211
C -6.0483 4.3955 7.5487 -0.066
C -3.9100 5.6783 7.5834 -0.054
H -4.5379 2.4100 8.2436 0.128
H -6.2583 4.6968 6.5183 0.084
H -6.5257 5.0959 8.2401 0.088
H -6.4510 3.3932 7.7185 0.085
H -3.1488 5.5486 6.8083 0.090
H -3.4150 5.9458 8.5219 0.092
H -4.6011 6.4735 7.2917 0.087
C 7.6346 -8.5975 -4.7235 -0.326
O 8.3575 -7.6153 -4.8357 -0.003
N 6.2658 -8.6069 -4.8887 -0.207
C 5.4796 -9.8139 -4.7383 -0.069
C 5.5910 -7.3702 -5.2235 -0.053
H 8.0455 -9.5886 -4.4711 0.127
H 4.9596 -10.0171 -5.6790 0.087
H 4.7473 -9.6622 -3.9400 0.088
H 6.1130 -10.6689 -4.4865 0.083
H 5.9942 -6.9889 -6.1663 0.095
H 5.7830 -6.6357 -4.4355 0.072
H 4.5143 -7.5321 -5.3218 0.092
C -7.5074 -2.4740 3.7280 -0.312
O -6.7012 -1.5563 3.6397 -0.018
N -7.4017 -3.6957 3.0977 -0.208
C -8.4010 -4.7324 3.2535 -0.067
C -6.2545 -3.9519 2.2521 -0.050
H -8.4159 -2.3843 4.3456 0.135
H -7.9255 -5.6214 3.6778 0.089
H -8.8176 -4.9729 2.2711 0.089
H -9.2080 -4.4066 3.9155 0.085
H -5.3432 -3.8540 2.8495 0.094
H -6.2311 -3.2085 1.4495 0.093
H -6.3076 -4.9559 1.8229 0.088
```

Summary:
Total charge ... 0
⟨S²⟩ ... 0.755
Strongest force on any atom ... 3.8 eV/A
DFT total energy ... -2598.733307 Eh
Gap between HOMO and LUMO (spin up / spin down) ... 9.29 / 8.84 eV
Spin multiplicity ... 2